1.
137
Properties=species:S:1:pos:R:3:forces:R:3 method="wB97M-V/def2-TZVPD" molar_mass_g_mol=821.47 lumo_ev=-0.722 max_force_ev_per_a=3.851 homo_lumo_gap_ha=0.2343 e_tot_ha=-4301.96835
Zn 3.72343 -0.97775 -1.34699 -1.816 2.844 -1.855
C 6.10448 2.20345 -0.80933 0.358 0.362 -1.321
C 5.64235 1.19686 -1.86251 -0.699 -1.312 1.699
O 4.24722 0.92780 -1.76039 0.445 -1.273 0.256
H 5.72763 3.17805 -1.12884 -0.367 0.064 0.601
H 7.19152 2.32238 -0.87076 0.080 -0.201 0.210
H 5.81037 1.89669 0.19076 -0.164 0.217 0.011
H 6.08952 0.23676 -1.57225 0.945 0.203 -0.481
H 5.99274 1.48231 -2.85953 -0.270 0.082 -0.135
C -0.23211 -0.89669 -0.35037 -0.087 -0.680 -1.072
C 0.54573 -1.13627 -1.66184 0.498 -2.455 0.400
O 1.83167 -0.65054 -1.82546 0.582 0.254 0.669
H -0.82024 -1.81391 -0.23256 -0.229 0.068 0.086
H -0.98060 -0.10926 -0.42863 0.516 0.531 0.616
H 0.47186 -0.93500 0.47839 -0.141 0.817 0.136
H -0.10095 -1.03774 -2.54143 0.115 0.917 -0.105
H 0.61068 -2.24334 -1.63121 0.151 -0.235 -0.215
C 0.94667 -5.17480 -1.07326 1.414 0.083 -0.287
O 1.86895 -4.94925 -2.14106 -0.464 0.474 -1.098
C 2.93617 -4.08522 -1.78961 0.417 -1.812 0.400
C 3.51345 -3.36633 -3.00189 -0.808 0.281 0.563
N 4.56825 -2.41998 -2.59919 0.118 0.339 1.354
C 5.77483 -3.08774 -1.95807 -1.491 0.388 -1.831
C 6.99452 -2.21536 -2.13914 0.345 0.203 -0.019
O 8.06391 -3.07459 -2.46469 0.163 -0.905 0.541
C 9.34413 -2.64195 -2.07068 -0.228 1.064 0.691
H 1.61217 -5.26187 -0.20666 -0.756 -0.108 0.558
H 0.45143 -6.12289 -1.26417 -0.100 0.078 0.008
H 0.24066 -4.34564 -0.99496 -0.013 -0.056 0.196
H 3.68094 -4.77603 -1.36918 0.275 0.382 0.361
H 2.58856 -3.40967 -0.99889 0.212 0.489 -0.198
H 2.62230 -2.82856 -3.33500 0.461 0.307 -0.733
H 3.96261 -4.01160 -3.75679 -0.530 -0.397 0.008
H 4.85467 -1.86971 -3.40248 0.061 -0.068 -0.050
H 5.95113 -4.00080 -2.52981 0.082 -0.243 0.339
H 5.44812 -3.29448 -0.94310 0.641 -0.218 0.146
H 7.10005 -1.58036 -1.25237 0.689 -0.231 0.089
H 6.93187 -1.52175 -2.98632 -0.613 0.097 0.060
H 9.35728 -1.55142 -2.18571 0.609 -0.058 -0.325
H 10.12572 -3.14801 -2.63005 -0.221 0.073 -0.299
H 9.54581 -2.80569 -1.00450 -0.222 -0.259 0.015
C -6.28811 5.17187 1.39023 0.877 -0.512 -1.747
O -5.15173 4.33576 1.52972 -0.052 0.468 0.263
C -4.25008 4.68013 2.58971 -1.105 -1.767 -0.468
C -3.53820 3.34580 2.87014 -0.918 0.674 1.035
N -3.06705 3.41977 4.25412 2.314 0.031 -0.823
C -2.11181 2.39150 4.64429 0.627 -0.325 0.314
C -0.88622 2.17635 3.74331 -0.188 -0.469 -0.915
O -1.16713 1.37258 2.60602 -0.964 0.029 -0.559
C -1.12074 -0.02459 2.76016 -0.111 -0.274 -1.008
H -5.94942 6.13880 1.00378 -0.327 0.458 0.759
H -6.97157 5.16418 2.23854 0.212 0.292 0.208
H -6.78574 4.74993 0.51186 -0.397 -0.098 0.266
H -4.86883 4.95360 3.44992 0.288 0.302 0.172
H -3.53600 5.45872 2.31648 -0.140 0.153 0.022
H -2.80969 3.20133 2.07312 0.615 -0.081 0.652
H -4.22494 2.49651 2.79241 -0.349 0.175 -0.397
H -3.79074 3.53504 4.94295 -0.276 -0.126 -0.205
H -2.58496 1.40557 4.74373 -0.045 -0.153 0.041
H -1.66105 2.62311 5.61290 -0.420 0.201 0.206
H -0.05710 1.66220 4.24226 -0.150 0.332 0.628
H -0.49938 3.09176 3.29120 -0.114 0.250 0.422
H -1.65737 -0.45765 3.60726 0.608 0.348 0.615
H -0.08713 -0.33137 2.58152 0.111 -0.384 0.914
H -1.64412 -0.50682 1.92960 -0.132 0.510 -0.264
C -7.75246 4.81898 -2.86790 -1.318 0.754 0.113
O -7.41103 3.70435 -3.63649 0.317 -0.582 -0.054
C -8.47206 2.78415 -3.94701 -0.290 0.696 1.952
C -9.01546 2.04300 -2.72074 1.347 -0.777 0.936
N -8.05379 1.11264 -2.07798 -0.989 -0.072 -1.434
C -6.70559 1.56475 -1.86943 0.481 0.026 1.062
C -5.79643 0.56751 -1.14176 -1.272 -1.948 -0.497
O -4.42844 0.81264 -1.24477 0.082 0.500 -0.102
C -4.01868 1.99541 -0.60163 0.403 0.395 1.295
H -6.97544 5.58180 -2.84517 0.251 -0.257 -0.630
H -8.00757 4.71961 -1.80254 0.200 -0.984 0.003
H -8.67702 5.23777 -3.28876 0.109 0.418 -0.101
H -8.09160 2.09933 -4.69522 -0.100 0.123 -0.242
H -9.37914 3.34691 -4.19376 0.225 0.189 -1.054
H -9.90506 1.49331 -3.03194 0.079 -0.154 -0.031
H -9.35537 2.78088 -1.98364 -0.078 0.266 -0.099
H -8.48534 0.41061 -1.50598 0.301 0.100 0.365
H -6.71463 2.51459 -1.32374 0.252 0.283 -0.259
H -6.20231 1.64070 -2.83206 -0.014 0.602 -0.029
H -6.01252 -0.36499 -1.68503 0.530 -0.020 -0.232
H -6.05108 0.21618 -0.13098 -0.228 1.024 0.353
H -2.93488 1.96135 -0.49066 0.089 0.166 -0.627
H -4.32687 2.10320 0.44932 -0.521 -0.617 -0.082
H -4.37650 2.93419 -1.03085 0.200 -0.157 -0.613
C 3.68739 5.68362 -3.52561 0.218 0.123 0.101
O 2.88125 4.67730 -2.97112 0.382 -0.010 -0.444
C 2.48113 4.93936 -1.65398 -0.595 1.110 0.183
C 2.11916 3.62486 -0.99963 -0.062 -0.294 0.732
N 1.24120 2.76931 -1.77434 0.769 0.811 -1.248
C -0.03145 3.36709 -2.11624 -0.603 -0.047 0.926
C -0.97853 2.39185 -2.81328 0.418 -1.449 -0.235
O -0.38942 1.84658 -4.00208 0.514 0.644 0.255
C -1.21421 1.00149 -4.77205 0.341 0.817 0.213
H 3.14050 6.63209 -3.54839 0.275 0.238 0.234
H 4.00084 5.48937 -4.55258 -0.530 -0.560 -0.048
H 4.63836 5.73001 -2.98181 -0.121 0.493 0.286
H 1.71031 5.73115 -1.59565 -0.860 -0.611 -0.661
H 3.17823 5.55174 -1.05793 1.018 -0.954 -0.044
H 1.69033 3.81662 -0.00105 -0.175 0.464 0.100
H 3.06271 3.12923 -0.76796 -0.094 -0.472 -0.424
H 1.14296 1.84754 -1.37419 0.114 -0.089 -0.140
H -0.07971 4.30008 -2.68601 1.191 -0.196 -0.480
H -0.39542 3.74201 -1.14084 -1.199 -0.289 -0.074
H -1.94522 2.82966 -3.07384 -0.075 0.252 0.229
H -1.13743 1.48921 -2.21332 -0.382 0.241 0.613
H -0.59217 0.77863 -5.63728 -0.340 -0.087 -0.222
H -2.11138 1.56909 -5.04002 -0.193 -0.310 -0.309
H -1.49909 0.05599 -4.29852 0.015 0.077 0.333
C 0.80309 -8.09117 5.98386 -0.203 -1.655 -0.147
O 2.12312 -8.54570 5.69553 0.129 1.221 0.305
C 3.17737 -7.64885 5.99029 0.119 1.294 0.145
C 3.35737 -6.42777 5.05304 -0.467 -1.853 -0.460
N 2.32311 -5.40951 5.15794 1.398 0.428 0.857
C 2.70935 -4.23527 4.41916 -1.527 0.685 -1.212
C 1.66081 -3.11624 4.44419 -0.168 1.023 1.081
O 0.43577 -3.20255 3.73469 0.665 -0.877 -0.635
C 0.66350 -3.28984 2.34261 -0.739 0.721 -0.553
H 0.56088 -7.88419 7.02965 0.647 0.158 0.173
H 0.27001 -9.01281 5.73824 -0.620 0.413 -0.057
H 0.42379 -7.27190 5.38260 0.186 0.085 -0.295
H 4.08829 -8.24624 5.96187 -0.001 0.032 0.004
H 3.09023 -7.15817 6.96869 -0.270 -0.633 0.362
H 3.47155 -6.87916 4.05429 -0.245 0.352 -0.362
H 4.34732 -6.01822 5.26044 -0.172 0.354 0.300
H 1.39060 -5.68759 4.91546 -0.051 -0.286 -0.245
H 2.86833 -4.51226 3.36414 0.360 0.212 -0.087
H 3.59775 -3.69967 4.75715 0.256 -0.675 0.426
H 2.17483 -2.18145 4.18061 0.021 -0.048 -0.498
H 1.33047 -2.90534 5.46544 0.181 -0.438 0.154
H 1.24907 -2.43453 1.98526 0.541 -0.192 0.166
H -0.27355 -3.13135 1.80432 -0.266 -0.294 0.364
H 1.07547 -4.23718 1.99228 0.224 -0.040 0.229



2.
9
Properties=species:S:1:pos:R:3:forces:R:3 method="wB97M-V/def2-TZVPD" molar_mass_g_mol=144.93 de_lowest_ev=1.477 lumo_ev=-0.659 max_force_ev_per_a=2.852 homo_lumo_gap_ha=0.3512 e_tot_ha=-1414.97124
C -0.30854 -0.42762 -0.71427 -0.730 1.861 -0.104
C 0.23367 0.64950 -0.20204 -0.402 2.081 -1.225
O -1.99423 1.96055 -1.76296 1.026 0.579 -0.016
P -0.62103 2.42406 -1.44906 0.044 -2.678 0.981
Cl -0.54002 4.19970 -0.50124 0.151 -0.155 -0.007
Cl 0.51329 2.75783 -3.16613 -0.392 -0.208 1.028
H -0.10957 -1.46350 -0.49020 -0.144 0.003 0.144
H -1.12896 0.00010 -1.31013 -0.048 -1.633 -0.676
H 0.87748 0.88623 0.62343 0.495 0.150 -0.125



3.
134
Properties=species:S:1:pos:R:3:forces:R:3 method="wB97M-V/def2-TZVPD" molar_mass_g_mol=1117.64 de_lowest_ev=0.000 lumo_ev="-0.520 / -0.530" max_force_ev_per_a=1.893 homo_lumo_gap_ha="0.1814 / 0.1810" e_tot_ha=-6274.10506
Ti 0.64287 -0.25493 -1.08698 -0.809 0.296 -1.686
C -0.85337 -0.87022 -5.14445 0.004 -0.053 0.067
C -0.25840 -0.25993 -3.91509 0.006 0.134 -0.071
N -0.29705 -0.87834 -2.71540 0.171 -0.522 0.362
N -0.93589 -2.11657 -2.64979 -0.007 0.463 -0.108
C -1.01509 -2.46290 -1.41286 0.256 -0.209 -0.294
O -0.56542 -1.66830 -0.44022 -0.059 -0.310 -0.375
C -1.55498 -3.83213 -1.16760 -0.245 0.288 0.301
C -2.68408 -4.01847 -0.37807 -0.036 -0.077 0.126
C -3.23306 -5.28497 -0.22476 0.027 0.031 -0.019
C -2.65504 -6.37520 -0.86044 0.066 0.034 -0.023
C -1.52749 -6.19224 -1.65361 -0.058 0.057 0.034
C -0.98548 -4.92449 -1.81384 0.009 -0.088 0.023
C 0.42108 0.94218 -3.82782 -0.026 -0.006 -0.078
C 0.59999 1.85234 -4.91193 0.072 0.073 -0.008
C 1.26083 3.01867 -4.73424 -0.003 0.055 -0.082
C 1.79838 3.31915 -3.44936 0.014 0.121 -0.099
C 1.61896 2.43688 -2.44288 -0.247 -0.258 0.129
N 0.93551 1.24708 -2.56502 0.110 -0.457 0.444
H -1.81279 -1.33301 -4.91387 -0.009 0.031 -0.012
H -0.21214 -1.66625 -5.53704 -0.014 0.027 0.004
H -0.99950 -0.12956 -5.92844 0.004 -0.008 0.017
H -3.15603 -3.16903 0.09993 0.015 -0.013 -0.046
H -4.12261 -5.41248 0.38101 0.025 -0.004 -0.014
H -3.08436 -7.36275 -0.74431 0.015 0.011 -0.004
H -1.07386 -7.03607 -2.15819 -0.005 0.005 0.015
H -0.11526 -4.77775 -2.44052 -0.031 0.007 -0.014
H 0.19075 1.59679 -5.87905 -0.007 -0.010 0.011
H 1.37533 3.71506 -5.55554 0.030 -0.017 0.022
H 2.34967 4.23118 -3.26347 -0.012 -0.017 -0.021
H 2.01847 2.66362 -1.46699 -0.073 -0.007 0.040
C 2.24242 -2.84732 -3.15350 -0.226 -0.151 -0.128
Si 2.73700 -1.82380 -1.64073 0.104 0.022 -0.284
C 3.07835 -3.14326 -0.25212 -0.023 -0.045 0.261
C 3.64374 -4.46201 -0.79805 0.008 -0.022 0.056
C 4.03377 -2.61380 0.82471 0.032 -0.019 0.021
C 1.76670 -3.51082 0.45397 0.011 -0.039 0.025
C 4.41733 -1.03200 -2.28668 0.078 0.172 -0.023
C 5.30545 -2.09712 -2.94820 -0.001 0.019 -0.057
C 4.03805 -0.01031 -3.37202 0.058 -0.023 -0.035
C 5.32412 -0.29519 -1.28805 -0.001 -0.064 0.000
H 2.89125 -3.71001 -3.31854 0.011 0.034 -0.027
H 2.27181 -2.22116 -4.04964 -0.030 -0.024 0.019
H 1.21337 -3.20378 -3.06873 0.071 -0.009 -0.009
H 4.55757 -4.33569 -1.37592 0.027 0.021 -0.013
H 2.91747 -4.97390 -1.43273 0.006 0.015 0.009
H 3.87530 -5.13322 0.04079 -0.021 0.026 -0.044
H 5.06129 -2.55752 0.46554 0.001 0.007 -0.010
H 4.03255 -3.29210 1.68901 -0.009 0.042 -0.023
H 3.75224 -1.61669 1.18500 0.002 -0.045 -0.019
H 1.01697 -3.89221 -0.24105 0.015 0.007 0.018
H 1.32286 -2.66592 0.98285 0.003 -0.017 -0.014
H 1.95983 -4.30327 1.19164 -0.009 0.043 -0.035
H 4.80562 -2.59753 -3.77849 0.002 0.001 0.025
H 5.63574 -2.85891 -2.24156 0.022 0.014 0.029
H 6.20860 -1.61606 -3.34759 -0.049 -0.021 -0.015
H 3.46541 -0.45963 -4.18634 -0.008 0.012 0.028
H 4.94867 0.42017 -3.81010 -0.033 -0.038 0.006
H 3.44182 0.81149 -2.97569 0.041 0.009 0.007
H 5.76447 -0.96174 -0.54810 -0.006 -0.018 0.004
H 4.82218 0.50291 -0.74697 -0.013 0.035 -0.012
H 6.15465 0.16601 -1.83835 -0.033 -0.010 0.018
N 1.49192 -0.02577 4.27000 0.233 -0.036 -0.047
C 1.95204 0.28949 3.01740 -0.238 -0.077 -0.039
C 1.23050 -0.11228 1.87760 -0.126 -0.239 0.332
N 1.59510 0.26190 0.66970 0.986 0.239 1.039
C 2.71591 0.99561 0.55062 0.002 0.227 0.255
C 3.42107 1.36511 1.67160 -0.010 -0.002 -0.091
N 3.04434 1.03105 2.90768 0.096 0.078 0.049
H 0.85577 -0.80455 4.35553 -0.075 0.048 -0.025
H 2.18583 0.04544 4.99748 -0.032 0.008 0.019
H 0.37275 -0.76672 1.96880 -0.008 0.102 -0.012
H 3.03595 1.27482 -0.43999 -0.046 -0.006 -0.030
H 4.32734 1.94995 1.56864 -0.005 -0.008 0.041
C -2.50451 4.86875 -1.22691 -0.079 0.130 0.194
Te -2.06564 2.88066 -1.81922 0.165 -0.236 -0.270
C -4.06569 2.48208 -2.41902 -0.154 0.042 -0.017
H -3.10520 4.87376 -0.31727 0.024 0.048 -0.040
H -3.04308 5.35598 -2.03720 0.033 0.047 0.038
H -1.56350 5.39295 -1.05687 -0.036 -0.026 -0.009
H -4.47799 3.38730 -2.86244 -0.021 -0.055 -0.023
H -4.66187 2.17054 -1.56440 -0.036 0.012 -0.035
H -4.05443 1.68931 -3.16477 0.005 0.020 0.022
C -1.53823 -2.66462 4.92646 0.034 0.039 -0.037
C -1.78617 -1.32096 5.17440 0.011 0.000 -0.064
C -2.00857 -0.44174 4.11786 0.045 -0.086 -0.010
C -2.00396 -0.89618 2.79833 0.029 0.155 0.096
C -1.71832 -2.24207 2.56080 0.013 -0.037 0.037
C -1.49262 -3.12004 3.61344 -0.004 0.053 -0.006
As -2.16736 0.33272 1.26125 -0.072 -0.015 0.054
C -3.14057 1.77380 2.16369 0.000 0.099 0.074
C -2.64410 3.06070 1.97766 -0.043 0.025 0.015
C -3.21648 4.14700 2.63404 -0.036 -0.080 -0.006
C -4.29319 3.95433 3.48723 0.019 -0.056 -0.033
C -4.80341 2.67324 3.67037 0.023 0.042 -0.031
C -4.23180 1.59385 3.01239 -0.042 0.056 -0.036
C -3.63080 -0.56821 0.33283 0.012 -0.133 0.051
C -3.58315 -0.60209 -1.05674 -0.024 0.000 -0.026
C -4.57217 -1.25421 -1.78398 -0.019 0.022 0.052
C -5.61989 -1.87810 -1.12368 0.016 0.029 0.059
C -5.66790 -1.86408 0.26698 0.039 0.002 -0.050
C -4.67303 -1.22265 0.99088 0.011 0.002 -0.085
H -1.37108 -3.34918 5.74858 -0.006 0.000 -0.007
H -1.80828 -0.95005 6.19219 0.000 -0.006 -0.007
H -2.17838 0.60474 4.33545 -0.047 0.014 -0.012
H -1.64356 -2.60678 1.54528 -0.025 0.011 0.012
H -1.27887 -4.16027 3.40099 -0.001 0.000 0.005
H -1.80352 3.19750 1.30690 -0.027 -0.016 0.030
H -2.82124 5.14571 2.48110 -0.010 -0.005 -0.004
H -4.73581 4.79494 4.00692 -0.005 -0.006 -0.012
H -5.64626 2.51413 4.33143 0.001 0.009 -0.008
H -4.64088 0.60599 3.17564 0.016 -0.029 0.013
H -2.74980 -0.14241 -1.57696 0.016 -0.001 -0.002
H -4.51475 -1.28090 -2.86496 0.022 -0.022 0.006
H -6.38997 -2.38858 -1.68814 0.008 -0.004 0.009
H -6.47281 -2.36696 0.78866 0.000 -0.003 -0.008
H -4.69344 -1.26798 2.07231 -0.007 0.028 0.025
O 2.16397 4.22438 0.41305 -0.051 -0.026 0.021
C 0.96864 3.84425 0.85323 -0.232 0.154 -0.006
O 0.33397 2.93179 0.38477 0.309 -0.123 -0.017
C 0.43017 4.67315 2.01396 0.134 0.145 0.088
N 1.33711 5.80099 2.28649 0.116 -0.048 0.113
C 1.84800 5.69869 3.67471 -0.034 0.014 -0.160
C 1.70789 4.21752 3.99642 -0.022 -0.063 -0.038
C 0.39517 3.84559 3.30650 0.001 -0.046 0.070
H -0.56753 4.99651 1.71664 -0.006 0.062 0.014
H 0.91439 6.69609 2.08953 -0.002 0.002 0.018
H 2.35969 5.03014 0.95947 0.022 -0.030 -0.022
H 1.25121 6.30225 4.36394 -0.040 -0.001 0.015
H 2.87873 6.04628 3.72217 0.018 0.029 0.015
H 1.68409 4.02591 5.06793 0.025 -0.005 -0.008
H 2.53803 3.64635 3.57206 -0.023 0.039 0.021
H -0.45390 4.16161 3.91445 -0.028 -0.030 -0.009
H 0.28757 2.77953 3.10457 -0.027 0.011 0.024